Entry 1:
DFT (wB97M-V/def2-TZVPD) results for 2 unconnected molecules or ions with the total composition C2H2BrClO at a distorted geometry.

XYZ file:
```
7
Properties=species:S:1:pos:R:3:forces:R:3:nbo_charge:R:1
C -1.3540 0.9533 1.8615 1.1 1.3 1.6 0.50
C 0.4920 -0.5580 -0.9656 -3.5 -0.8 -1.5 -0.43
O -0.5598 1.6355 2.3240 -1.4 -1.2 -0.8 -0.52
Cl -0.7235 0.7400 -0.7548 0.3 -0.1 -0.5 -0.03
Br 0.4961 -1.8179 0.5365 -0.2 0.2 -1.1 0.04
H 1.3930 -0.1143 -0.9486 3.1 1.4 0.2 0.20
H 0.2562 -0.8386 -2.0529 0.5 -0.9 2.0 0.25
```
Forces are in eV/Å.

Computed properties:
Total charge: 0
Kohn-Sham gap (eV): 11.2
E_tot (eV): -86717.682
Highest occupied orbital energy (Ha): -0.3964



Entry 2:
DFT (wB97M-V/def2-TZVPD) results for a molecular structure, C2H2BrI at a distorted geometry.

XYZ file:
```
6
Properties=species:S:1:pos:R:3:forces:R:3:nbo_charge:R:1
C -0.5495 -0.0822 0.9621 5.8 -0.9 -7.4 -0.29
C 0.3685 -0.0913 -0.5658 -4.0 0.7 5.6 -0.48
Br -0.5799 1.0157 -1.8074 0.6 -0.6 0.1 0.09
I 2.1911 -0.8723 -1.0327 -0.1 0.0 0.1 0.29
H -0.0613 -0.3730 1.8304 0.3 -0.5 1.4 0.20
H -1.3689 0.4032 0.6134 -2.6 1.3 0.3 0.19
```
Forces are in eV/Å.

Computed properties:
Total charge: 0
Kohn-Sham gap (alpha / beta) (eV): 8.0 / 8.8
E_tot (eV): -80245.140
Highest occupied orbital energy (alpha / beta) (Ha): -0.3037 / -0.3330



Entry 3:
DFT (wB97M-V/def2-TZVPD) results for 2 unconnected molecules or ions with the total composition C2H2BrI at a distorted geometry.

XYZ file:
```
6
Properties=species:S:1:pos:R:3:forces:R:3:nbo_charge:R:1
C 2.1201 -0.6972 0.4868 0.0 -0.2 -0.7 -0.24
C 1.4690 0.1936 0.0298 -1.0 1.4 0.3 -0.18
Br 0.4064 1.6523 -0.2684 0.5 -0.7 0.0 0.18
I -3.5515 -0.5041 -0.2005 -0.2 -0.8 0.2 -0.09
H 2.6732 -1.5839 0.5739 0.4 -0.5 0.4 0.24
H -3.1172 0.9394 -0.6215 0.2 0.8 -0.2 0.09
```
Forces are in eV/Å.

Computed properties:
Total charge: 0
SMILES: C#CBr.I
Kohn-Sham gap (eV): 10.4
E_tot (eV): -80246.792
Highest occupied orbital energy (Ha): -0.3681



Entry 4:
DFT (wB97M-V/def2-TZVPD) results for 2 unconnected molecules or ions with the total composition C2H2BrNO3 at a distorted geometry.

XYZ file:
```
9
Properties=species:S:1:pos:R:3:forces:R:3:nbo_charge:R:1
C 1.9402 0.9469 0.4011 -2.2 -0.7 1.1 0.48
C -0.0264 -0.2517 -0.1264 1.9 1.7 1.7 -0.28
N 0.7202 -1.4080 0.3448 -1.9 0.0 1.0 0.47
O 0.6562 -1.7301 1.5192 0.1 0.3 0.3 -0.40
O 1.8140 1.7434 1.2462 0.4 -0.7 -1.5 -0.46
O 1.3730 -2.0015 -0.4795 0.4 -0.2 -0.8 -0.39
Br 3.4864 -0.0319 -0.1895 -0.2 0.7 0.0 0.13
H -0.1253 -0.3779 -1.1524 -0.1 0.2 -1.8 0.20
H -0.8827 0.2700 0.4078 1.6 -1.2 -0.1 0.24
```
Forces are in eV/Å.

Computed properties:
Total charge: 0
Kohn-Sham gap (eV): 8.0
E_tot (eV): -79775.441
Highest occupied orbital energy (Ha): -0.3630



Entry 5:
DFT (wB97M-V/def2-TZVPD) results for 2 unconnected molecules or ions with the total composition C2H2BrO2S at a distorted geometry.

XYZ file:
```
8
Properties=species:S:1:pos:R:3:forces:R:3:nbo_charge:R:1
C 0.4089 1.7832 1.9017 -0.8 0.8 1.7 0.78
C 1.1053 0.5391 1.8579 -0.7 -1.1 1.9 -0.06
O -0.4711 2.5288 2.2082 1.2 -0.5 -0.6 -0.51
O 1.6232 1.7307 1.3302 0.3 1.4 -1.4 -0.42
S -0.9557 0.1320 -1.9024 0.3 -0.1 -0.6 -1.08
Br 2.1809 -0.2601 3.3086 -0.7 0.5 -0.7 -0.04
H 0.6012 -0.1785 1.2666 0.5 -1.1 -1.2 0.25
H -0.4198 -0.0075 -3.1644 -0.3 0.1 0.8 0.09
```
Forces are in eV/Å.

Computed properties:
Total charge: -1
Kohn-Sham gap (eV): 5.2
E_tot (eV): -87078.255
Highest occupied orbital energy (Ha): -0.0989



Entry 6:
DFT (wB97M-V/def2-TZVPD) results for a molecular structure, C2H2CeFLiO at a distorted geometry.

XYZ file:
```
8
Properties=species:S:1:pos:R:3:forces:R:3:nbo_charge:R:1
H -0.6043 0.9467 -1.2578 -0.3 -0.4 1.8 0.53
C -0.1986 -1.1684 -0.1010 -1.3 0.1 0.4 0.11
C -0.7486 0.0386 -0.2076 -1.8 -1.8 0.0 -0.30
O 0.0976 1.1160 -0.1743 2.4 2.6 -1.1 -0.99
Li -1.5555 1.5586 1.4072 -0.3 -0.4 -0.6 0.97
Ce 2.4560 0.8266 0.2353 0.4 0.0 -0.2 1.88
F 1.2165 -1.2314 -0.1443 0.6 0.0 0.5 -0.44
H -0.6630 -2.0866 0.2425 0.3 -0.1 -0.7 0.25
```
Forces are in eV/Å.

Computed properties:
Total charge: +2
Kohn-Sham gap (alpha / beta) (eV): 6.4 / 7.8
2S+1: 3
E_tot (eV): -19982.903
Highest occupied orbital energy (alpha / beta) (Ha): -0.5531 / -0.6137